Formula: C6H12O
Source: the OMol25 dataset
Level of theory: the ωB97M-V functional and the def2-TZVPD basis

Energy relative to the best compared isomer or geometry (same formula, charge and spin) (kcal/mol): 33.0
E_LUMO (hartree): 0.042
Strongest force on any atom (eV Å⁻¹): 0.26
Structure (SMILES): CCO[C@H]1C[C@H]1C
Net charge: 0
E_HOMO (eV): -9.27

```
19
C6H12O, DFT the ωB97M-V functional and the def2-TZVPD basis
C -1.62 -2.25 -0.02
C -0.56 -1.38 -0.66
O -0.89 -0.02 -0.43
C 0.10 0.84 -0.90
C 0.12 2.22 -0.34
C 1.21 1.24 0.03
C 1.27 0.69 1.44
H -2.61 -2.01 -0.41
H -1.63 -2.10 1.07
H -1.41 -3.31 -0.21
H -0.51 -1.57 -1.75
H 0.43 -1.60 -0.25
H 0.34 0.70 -1.95
H -0.62 2.44 0.43
H 0.34 3.04 -1.01
H 2.18 1.41 -0.44
H 1.60 -0.35 1.45
H 1.97 1.27 2.04
H 0.29 0.74 1.92
```

Formula: C6H12O
Source: the OMol25 dataset
Level of theory: the ωB97M-V functional and the def2-TZVPD basis

Energy relative to the best compared isomer or geometry (same formula, charge and spin) (kcal/mol): 18.5
E_LUMO (hartree): 0.043
Strongest force on any atom (eV Å⁻¹): 1.15
Structure (SMILES): C[C@@H]1OCC[C@@H]1C
Net charge: 0
E_HOMO (eV): -9.76

```
19
C6H12O, DFT the ωB97M-V functional and the def2-TZVPD basis
C 1.97 -0.47 -0.64
C 0.76 0.37 -0.30
O 0.77 0.76 1.07
C -0.33 1.65 1.05
C -1.45 0.78 0.34
C -0.63 -0.24 -0.51
C -0.73 -1.70 -0.07
H 2.11 -1.27 0.10
H 1.87 -0.95 -1.63
H 2.89 0.13 -0.64
H 0.65 1.34 -0.84
H -0.62 1.93 2.06
H 0.06 2.58 0.58
H -1.96 0.25 1.15
H -2.23 1.28 -0.25
H -0.88 -0.18 -1.58
H -1.72 -2.13 -0.27
H 0.00 -2.32 -0.61
H -0.52 -1.79 1.00
```

Formula: C6H12O
Source: the OMol25 dataset
Level of theory: the ωB97M-V functional and the def2-TZVPD basis

Energy relative to the best compared isomer or geometry (same formula, charge and spin) (kcal/mol): 25.9
E_LUMO (hartree): 0.035
Strongest force on any atom (eV Å⁻¹): 0.33
Structure (SMILES): CC(C)[C@H]1C[C@H]1O
Net charge: 0
E_HOMO (eV): -9.68

```
19
C6H12O, DFT the ωB97M-V functional and the def2-TZVPD basis
C -1.06 0.31 -1.65
C -0.38 0.55 -0.29
C 0.30 1.92 -0.27
C 0.60 -0.57 0.01
C 1.27 -0.67 1.35
C 0.24 -1.67 0.97
O -0.96 -1.60 1.68
H -1.56 -0.67 -1.68
H -1.80 1.08 -1.86
H -0.31 0.32 -2.46
H -1.15 0.54 0.49
H -0.42 2.72 -0.50
H 1.11 1.97 -1.01
H 0.73 2.13 0.72
H 1.21 -0.87 -0.85
H 2.31 -0.99 1.41
H 0.97 0.04 2.12
H 0.56 -2.69 0.73
H -1.67 -1.87 1.09
```

Formula: C6H12O
Source: the OMol25 dataset
Level of theory: the ωB97M-V functional and the def2-TZVPD basis

Energy relative to the best compared isomer or geometry (same formula, charge and spin) (kcal/mol): 113.1
E_LUMO (hartree): 0.036
Strongest force on any atom (eV Å⁻¹): 0.48
Net charge: 0
E_HOMO (eV): -7.44

```
19
C6H12O, DFT the ωB97M-V functional and the def2-TZVPD basis
C 2.45 0.09 0.79
C 1.48 -0.53 -0.20
C 0.33 0.40 -0.55
C -0.84 -0.17 -1.20
C -0.70 0.60 0.54
C -2.06 -0.66 0.21
O -1.25 1.85 0.39
H 3.26 -0.61 1.06
H 1.93 0.37 1.71
H 2.92 0.99 0.38
H 1.06 -1.46 0.22
H 2.00 -0.81 -1.13
H 0.65 1.36 -0.96
H -0.78 -1.20 -1.54
H -1.43 0.50 -1.82
H -2.77 -0.93 -0.59
H -2.68 -0.17 0.96
H -1.67 -1.59 0.64
H -1.90 1.97 1.09
```

Formula: C6H12O
Source: the OMol25 dataset
Level of theory: the ωB97M-V functional and the def2-TZVPD basis

Energy relative to the best compared isomer or geometry (same formula, charge and spin) (kcal/mol): 42.7
E_LUMO (hartree): 0.033
Strongest force on any atom (eV Å⁻¹): 0.49
Structure (SMILES): C=C(C)O.C=CC
Net charge: 0
E_HOMO (eV): -8.56

```
19
C6H12O, DFT the ωB97M-V functional and the def2-TZVPD basis
C 0.89 0.93 -0.04
C 1.59 0.05 0.65
C 2.85 -0.56 0.13
O 1.31 -0.30 1.94
H 1.01 0.97 -1.11
H 0.13 1.55 0.43
H 2.97 -0.29 -0.92
H 2.88 -1.64 0.25
H 3.67 -0.11 0.70
H 0.42 0.03 2.12
C -1.91 1.12 -1.18
C -2.18 0.33 -0.15
C -1.95 -1.15 -0.11
H -1.48 0.71 -2.10
H -2.01 2.20 -1.13
H -2.55 0.78 0.78
H -1.62 -1.52 -1.08
H -2.85 -1.69 0.18
H -1.17 -1.40 0.63
```

Formula: C6H12O
Source: the OMol25 dataset
Level of theory: the ωB97M-V functional and the def2-TZVPD basis

Energy relative to the best compared isomer or geometry (same formula, charge and spin) (kcal/mol): 91.8
E_LUMO (hartree): 0.002
Strongest force on any atom (eV Å⁻¹): 0.43
Net charge: 0
E_HOMO (eV): -8.35

```
19
C6H12O, DFT the ωB97M-V functional and the def2-TZVPD basis
C 0.21 -0.17 2.64
C -0.26 0.62 1.43
C -1.00 -0.21 0.37
C -0.76 0.40 -1.03
C 0.63 -0.04 -1.32
C 1.10 -0.09 -2.70
O -0.59 -1.57 0.27
H 0.78 0.47 3.32
H 0.86 -0.99 2.33
H -0.63 -0.60 3.20
H 0.62 1.07 0.95
H -0.91 1.45 1.74
H -2.07 -0.28 0.62
H -0.75 1.51 -1.01
H -1.53 0.11 -1.76
H 0.38 -0.06 -3.53
H 1.83 -0.90 -2.82
H 1.72 0.82 -2.71
H 0.36 -1.53 0.04
```

Formula: C6H12O
Source: the OMol25 dataset
Level of theory: the ωB97M-V functional and the def2-TZVPD basis

Energy relative to the best compared isomer or geometry (same formula, charge and spin) (kcal/mol): 52.7
E_LUMO (hartree): 0.029
Strongest force on any atom (eV Å⁻¹): 4.60
Structure (SMILES): CCCCCC=O
Net charge: 0
E_HOMO (eV): -9.86

```
19
C6H12O, DFT the ωB97M-V functional and the def2-TZVPD basis
C -2.20 0.99 0.55
C -1.23 -0.13 0.65
C -0.54 -0.30 -0.84
C 0.68 -1.18 -0.78
C 1.78 -0.72 0.24
C 2.14 0.76 0.04
O 1.62 1.66 0.74
H -3.28 0.69 0.75
H -1.87 1.79 1.21
H -2.15 1.63 -0.51
H -0.37 0.21 1.28
H -1.69 -1.10 1.02
H -1.42 -0.61 -1.56
H -0.11 0.82 -1.01
H 0.34 -2.19 -0.39
H 1.09 -1.22 -1.89
H 2.76 -1.19 0.01
H 1.49 -0.94 1.19
H 2.96 1.01 -0.69
```

Formula: C6H12O
Source: the OMol25 dataset
Level of theory: the ωB97M-V functional and the def2-TZVPD basis

Energy relative to the best compared isomer or geometry (same formula, charge and spin) (kcal/mol): 63.4
E_LUMO (hartree): 0.031
Strongest force on any atom (eV Å⁻¹): 4.46
Structure (SMILES): C=CC=C(C)C.O
Net charge: 0
E_HOMO (eV): -7.79

```
19
C6H12O, DFT the ωB97M-V functional and the def2-TZVPD basis
C -2.19 1.04 2.59
C -0.95 0.38 2.36
C -0.83 -0.72 1.39
C 0.19 -1.15 0.59
C 1.64 -0.77 0.68
C -0.19 -2.07 -0.56
H -3.00 1.05 1.90
H -2.27 1.73 3.36
H -0.02 0.93 2.56
H -1.74 -1.29 1.27
H 2.04 -1.76 0.88
H 2.11 -0.54 -0.24
H 1.97 -0.16 1.55
H 0.44 -1.81 -1.45
H 0.07 -3.10 -0.17
H -1.23 -2.21 -0.95
O 1.33 3.14 -5.12
H 2.05 3.78 -5.03
H 0.59 3.54 -5.60
```

Formula: C6H12O
Source: the OMol25 dataset
Level of theory: the ωB97M-V functional and the def2-TZVPD basis

Energy relative to the best compared isomer or geometry (same formula, charge and spin) (kcal/mol): 83.1
E_LUMO (hartree): 0.040
Strongest force on any atom (eV Å⁻¹): 4.78
Structure (SMILES): CC(C)[C@H]1O[C@H]1C
Net charge: 0
E_HOMO (eV): -9.85

```
19
C6H12O, DFT the ωB97M-V functional and the def2-TZVPD basis
C -1.98 -1.05 -0.53
C -0.89 0.00 -0.28
C -1.37 1.13 0.63
C 0.31 -0.69 0.31
O 1.14 -1.44 -0.61
C 1.72 -0.40 0.09
C 2.43 0.83 -0.40
H -2.86 -0.59 -1.00
H -1.62 -1.85 -1.18
H -2.30 -1.50 0.41
H -0.59 0.43 -1.25
H -1.64 0.74 1.62
H -2.25 1.62 0.21
H -0.59 1.89 0.77
H 0.17 -1.17 1.28
H 2.39 -0.87 1.04
H 3.08 0.75 -1.28
H 2.93 0.37 0.53
H 1.90 1.81 -0.37
```

Formula: C6H12O
Source: the OMol25 dataset
Level of theory: the ωB97M-V functional and the def2-TZVPD basis

Energy relative to the best compared isomer or geometry (same formula, charge and spin) (kcal/mol): 25.4
E_LUMO (hartree): 0.035
Strongest force on any atom (eV Å⁻¹): 0.30
Structure (SMILES): CC[C@@]1(C)C[C@H]1O
Net charge: 0
E_HOMO (eV): -9.37

```
19
C6H12O, DFT the ωB97M-V functional and the def2-TZVPD basis
C -1.13 1.66 -0.49
C -0.15 1.10 0.55
C 0.48 -0.22 0.14
C 1.59 -0.13 -0.88
C 0.61 -1.32 1.18
C -0.41 -1.44 0.10
O -1.74 -1.36 0.53
H -2.00 1.01 -0.58
H -0.67 1.74 -1.48
H -1.49 2.65 -0.21
H -0.68 0.99 1.50
H 0.65 1.84 0.72
H 1.25 0.30 -1.83
H 2.40 0.51 -0.50
H 2.02 -1.11 -1.09
H 0.22 -1.14 2.17
H 1.49 -1.97 1.14
H -0.24 -2.16 -0.71
H -2.27 -1.03 -0.20
```

Formula: C6H12O2
Source: the OMol25 dataset
Level of theory: the ωB97M-V functional and the def2-TZVPD basis

Energy relative to the best compared isomer or geometry (same formula, charge and spin) (kcal/mol): 55.6
E_LUMO (hartree): 0.019
Strongest force on any atom (eV Å⁻¹): 1.08
Structure (SMILES): CC/C=C/C=C/O.O
Net charge: 0
E_HOMO (eV): -8.48

```
20
C6H12O2, DFT the ωB97M-V functional and the def2-TZVPD basis
C -2.66 2.35 1.18
C -2.57 1.08 0.34
C -1.17 0.48 0.29
C -0.88 -0.63 -0.38
C 0.54 -1.10 -0.53
C 1.01 -1.24 -1.76
O 2.32 -1.34 -2.14
H -2.20 3.23 0.72
H -2.15 2.18 2.13
H -3.70 2.56 1.40
H -2.88 1.17 -0.70
H -3.25 0.33 0.75
H -0.35 1.08 0.68
H -1.67 -1.25 -0.79
H 1.08 -1.39 0.36
H 0.40 -1.22 -2.65
H 2.91 -1.35 -1.38
O 2.80 -0.15 2.15
H 3.76 -0.18 2.04
H 2.47 0.17 1.30
```

Formula: C6H12O2
Source: the OMol25 dataset
Level of theory: the ωB97M-V functional and the def2-TZVPD basis

Energy relative to the best compared isomer or geometry (same formula, charge and spin) (kcal/mol): 49.9
E_LUMO (hartree): 0.031
Strongest force on any atom (eV Å⁻¹): 1.76
Structure (SMILES): OCC[C@H]1CCOC1
Net charge: 0
E_HOMO (eV): -9.17

```
20
C6H12O2, DFT the ωB97M-V functional and the def2-TZVPD basis
O -0.97 -0.01 2.16
C -1.42 -0.88 1.12
C -0.25 -1.43 0.28
C 0.27 -0.49 -0.85
C -0.35 0.92 -1.03
C 0.66 1.71 -0.13
O 1.97 1.29 -0.51
C 1.80 -0.10 -0.86
H -1.71 0.49 2.50
H -1.90 -1.74 1.63
H -2.21 -0.38 0.53
H 0.59 -1.58 0.99
H -0.59 -2.39 -0.13
H 0.22 -1.11 -1.77
H -0.43 1.30 -2.06
H -1.33 1.15 -0.58
H 0.46 2.79 -0.17
H 0.58 1.30 0.89
H 2.38 -0.72 -0.15
H 2.24 -0.13 -1.87
```

no.,E (Ha)
1,-311.00670
2,-311.02980
3,-311.01800
4,-310.87900
5,-310.99126
6,-310.91293
7,-310.97522
8,-310.95822
9,-310.92690
10,-311.01872
11,-386.23161
12,-386.24069